[1]
{"formula": "C54H37BrI4IrN4O5P", "method": "ωB97M-V with the def2-TZVPD basis set", "fmax_ev_per_a": 0.98, "e_lumo_ev": -1.3, "orbital_gap_ev": 5.95, "de_lowest_ev": 0.000, "homo_ha": -0.267, "multiplicity": 1, "species": ["Ir", "I", "C", "C", "C", "C", "C", "C", "C", "C", "C", "C", "C", "C", "C", "C", "C", "C", "I", "C", "C", "C", "N", "C", "C", "C", "C", "C", "C", "I", "C", "C", "C", "C", "C", "C", "N", "C", "C", "C", "C", "C", "N", "C", "C", "C", "C", "I", "C", "C", "C", "C", "N", "H", "H", "H", "H", "H", "H", "H", "H", "H", "H", "H", "H", "H", "H", "H", "H", "H", "H", "H", "H", "H", "H", "H", "H", "C", "O", "P", "O", "C", "O", "C", "H", "H", "H", "H", "H", "H", "H", "H", "H", "Br", "C", "C", "C", "C", "C", "C", "C", "O", "O", "H", "H", "H", "H"], "coordinates": [[0.293, 0.038, 0.223], [-3.274, 9.097, -0.907], [-2.554, 7.159, -0.652], [-3.425, 6.143, -0.287], [-2.940, 4.854, -0.124], [-1.593, 4.564, -0.320], [-0.735, 5.601, -0.676], [-1.207, 6.895, -0.845], [-1.062, 3.181, -0.137], [-0.176, 2.977, 0.916], [0.155, 3.971, 1.910], [0.964, 3.378, 2.810], [1.141, 2.009, 2.389], [1.933, 1.072, 3.048], [2.599, 1.508, 4.309], [3.981, 1.652, 4.378], [4.598, 2.075, 5.546], [3.823, 2.358, 6.661], [4.739, 3.000, 8.419], [2.444, 2.218, 6.615], [1.840, 1.795, 5.441], [2.125, -0.242, 2.634], [1.549, -0.841, 1.558], [1.941, -2.143, 1.548], [1.505, -3.127, 0.666], [2.069, -4.499, 0.821], [1.752, -5.283, 1.926], [2.287, -6.554, 2.071], [3.145, -7.049, 1.100], [3.961, -8.954, 1.315], [3.465, -6.287, -0.014], [2.922, -5.018, -0.147], [0.561, -2.943, -0.340], [0.060, -3.990, -1.195], [-0.811, -3.424, -2.054], [-0.882, -2.020, -1.728], [-0.034, -1.769, -0.683], [-1.625, -1.071, -2.429], [-1.711, 0.281, -2.092], [-2.551, 1.240, -2.761], [-2.404, 2.419, -2.119], [-1.481, 2.200, -1.036], [-1.061, 0.901, -1.064], [-2.368, -1.519, -3.644], [-2.027, -1.012, -4.896], [-2.714, -1.395, -6.038], [-3.763, -2.295, -5.930], [-4.811, -2.870, -7.636], [-4.116, -2.818, -4.695], [-3.416, -2.431, -3.562], [2.853, -2.368, 2.645], [2.948, -1.208, 3.324], [0.458, 1.809, 1.228], [-4.473, 6.353, -0.123], [-3.616, 4.063, 0.177], [0.319, 5.395, -0.822], [-0.528, 7.688, -1.125], [-0.216, 4.982, 1.923], [1.400, 3.821, 3.690], [4.581, 1.441, 3.502], [5.672, 2.189, 5.583], [1.842, 2.430, 7.488], [0.764, 1.673, 5.402], [1.062, -4.899, 2.668], [2.030, -7.155, 2.933], [4.131, -6.677, -0.771], [3.176, -4.413, -1.010], [0.330, -5.030, -1.128], [-1.366, -3.911, -2.836], [-3.203, 1.025, -3.590], [-2.889, 3.353, -2.346], [-1.204, -0.312, -4.981], [-2.432, -0.994, -7.002], [-4.937, -3.517, -4.609], [-3.696, -2.841, -2.601], [3.343, -3.300, 2.870], [3.508, -1.018, 4.224], [1.453, 2.495, -2.539], [2.256, 1.320, -2.350], [2.084, 0.316, -1.119], [2.617, -1.013, -1.818], [2.151, -1.405, -3.118], [3.308, 0.637, -0.154], [4.674, 0.479, -0.554], [1.976, 3.103, -3.273], [1.354, 3.049, -1.608], [0.472, 2.224, -2.918], [2.268, -2.483, -3.182], [1.099, -1.155, -3.258], [2.750, -0.911, -3.881], [4.871, 1.007, -1.488], [4.906, -0.578, -0.670], [5.277, 0.906, 0.243], [-4.084, -3.708, 0.307], [-4.265, -1.820, 0.389], [-5.438, -1.305, -0.149], [-5.672, 0.060, -0.130], [-4.733, 0.910, 0.435], [-3.561, 0.386, 0.952], [-3.291, -0.983, 0.929], [-1.994, -1.465, 1.546], [-1.893, -2.598, 1.969], [-1.063, -0.559, 1.686], [-6.168, -1.981, -0.572], [-6.591, 0.450, -0.547], [-4.911, 1.977, 0.470], [-2.820, 1.033, 1.402]], "lowdin_charge": [1.36, 0.87, -0.74, -0.14, -0.02, -0.20, -0.03, -0.14, -0.08, -0.22, 0.01, 0.02, -0.21, -0.06, -0.21, -0.03, -0.14, -0.74, 0.86, -0.14, -0.02, -0.21, -0.05, -0.20, -0.05, -0.20, -0.02, -0.14, -0.74, 0.86, -0.15, -0.03, -0.22, 0.03, 0.01, -0.23, -0.04, -0.07, -0.22, 0.01, 0.01, -0.26, -0.04, -0.19, -0.03, -0.15, -0.74, 0.87, -0.14, -0.02, 0.02, 0.02, -0.03, 0.10, 0.11, 0.12, 0.09, 0.12, 0.12, 0.12, 0.09, 0.09, 0.13, 0.13, 0.10, 0.09, 0.12, 0.12, 0.11, 0.12, 0.11, 0.12, 0.09, 0.10, 0.09, 0.12, 0.11, -0.07, -0.27, 0.63, -0.29, -0.07, -0.29, -0.08, 0.09, 0.08, 0.08, 0.09, 0.07, 0.09, 0.09, 0.09, 0.09, 0.81, -0.59, -0.14, -0.08, -0.08, -0.03, -0.16, -0.61, 0.02, -0.20, 0.09, 0.10, 0.09, 0.11]}

[2]
{"formula": "C42H106B7F28N10O6", "method": "ωB97M-V with the def2-TZVPD basis set", "fmax_ev_per_a": 5.40, "e_lumo_ev": -2.3, "orbital_gap_ev": 7.03, "homo_ha": -0.343, "multiplicity": 1, "charge": 1, "species": ["C", "C", "N", "C", "C", "N", "C", "C", "H", "H", "H", "H", "H", "H", "H", "H", "H", "H", "H", "C", "C", "N", "C", "C", "N", "C", "C", "H", "H", "H", "H", "H", "H", "H", "H", "H", "H", "H", "C", "N", "C", "C", "C", "C", "O", "H", "H", "H", "H", "H", "H", "H", "H", "H", "H", "H", "H", "H", "H", "C", "N", "C", "C", "C", "C", "O", "H", "H", "H", "H", "H", "H", "H", "H", "H", "H", "H", "H", "H", "H", "C", "N", "C", "C", "C", "C", "O", "H", "H", "H", "H", "H", "H", "H", "H", "H", "H", "H", "H", "H", "H", "C", "N", "C", "C", "C", "C", "O", "H", "H", "H", "H", "H", "H", "H", "H", "H", "H", "H", "H", "H", "H", "C", "N", "C", "C", "C", "C", "O", "H", "H", "H", "H", "H", "H", "H", "H", "H", "H", "H", "H", "H", "H", "C", "N", "C", "C", "C", "C", "O", "H", "H", "H", "H", "H", "H", "H", "H", "H", "H", "H", "H", "H", "H", "B", "F", "F", "F", "F", "B", "F", "F", "F", "F", "B", "F", "F", "F", "F", "B", "F", "F", "F", "F", "B", "F", "F", "F", "F", "B", "F", "F", "F", "F", "B", "F", "F", "F", "F"], "coordinates": [[2.768, 1.231, -3.388], [2.357, 2.025, -2.130], [1.185, 1.551, -1.372], [-0.019, 2.205, -1.282], [-0.949, 1.391, -0.650], [-0.245, 0.353, -0.144], [1.074, 0.477, -0.576], [-0.790, -0.710, 0.688], [3.453, 1.872, -3.944], [1.974, 0.829, -4.017], [3.453, 0.401, -3.211], [2.080, 3.009, -2.507], [3.204, 2.226, -1.475], [-0.212, 3.053, -1.923], [-2.001, 1.547, -0.461], [1.973, -0.091, -0.389], [-0.039, -1.498, 0.633], [-1.758, -1.061, 0.332], [-0.883, -0.292, 1.691], [12.801, 2.705, 2.967], [13.537, 3.073, 1.667], [12.915, 2.562, 0.495], [12.646, 3.289, -0.651], [12.191, 2.335, -1.543], [11.900, 1.113, -0.957], [12.399, 1.288, 0.275], [11.440, -0.105, -1.489], [12.601, 1.689, 3.306], [11.851, 3.237, 2.920], [13.292, 3.393, 3.655], [14.541, 2.680, 1.828], [13.408, 4.153, 1.608], [12.772, 4.353, -0.790], [11.872, 2.420, -2.571], [12.513, 0.503, 1.008], [11.881, -0.982, -1.017], [11.640, -0.171, -2.558], [10.355, -0.214, -1.490], [1.579, -10.669, 7.003], [1.910, -9.241, 6.421], [0.796, -8.562, 5.654], [2.378, -8.350, 7.556], [3.222, -9.519, 5.477], [3.033, -10.394, 4.241], [2.367, -11.589, 4.495], [0.956, -11.265, 6.336], [1.218, -10.515, 8.020], [2.540, -11.092, 7.295], [1.204, -7.716, 5.101], [0.013, -8.240, 6.341], [0.463, -9.294, 4.918], [1.570, -7.957, 8.174], [2.878, -7.479, 7.132], [3.113, -8.916, 8.127], [3.991, -9.724, 6.221], [3.708, -8.602, 5.141], [4.038, -10.689, 3.939], [2.504, -9.835, 3.469], [2.536, -12.105, 3.703], [5.401, 2.846, 7.071], [4.043, 3.506, 6.760], [4.384, 4.463, 5.565], [2.954, 2.454, 6.527], [3.673, 4.384, 8.017], [2.253, 5.062, 8.038], [1.945, 6.061, 7.050], [5.383, 2.226, 7.967], [6.163, 3.603, 7.259], [5.770, 2.235, 6.247], [4.959, 4.079, 4.722], [4.962, 5.298, 5.963], [3.474, 4.946, 5.211], [2.614, 2.023, 7.468], [3.299, 1.617, 5.919], [2.065, 2.903, 6.085], [4.422, 5.176, 8.002], [3.946, 3.758, 8.866], [2.070, 5.507, 9.016], [1.646, 4.166, 7.904], [1.162, 6.481, 7.414], [4.949, -7.266, -5.268], [3.926, -6.622, -6.215], [3.969, -5.076, -6.102], [4.308, -7.070, -7.624], [2.468, -7.052, -5.883], [1.279, -6.240, -6.410], [1.430, -5.881, -7.764], [4.667, -6.777, -4.335], [6.008, -7.065, -5.431], [4.786, -8.343, -5.301], [3.573, -4.645, -7.022], [5.006, -4.797, -5.916], [3.542, -4.900, -5.115], [5.318, -6.666, -7.693], [3.786, -6.622, -8.470], [4.121, -8.127, -7.437], [2.503, -6.978, -4.796], [2.366, -8.108, -6.134], [1.031, -5.360, -5.816], [0.537, -7.036, -6.347], [0.947, -6.506, -8.311], [-8.974, 9.517, 1.308], [-7.662, 8.887, 0.890], [-7.452, 7.429, 1.346], [-7.902, 8.802, -0.676], [-6.494, 9.825, 1.226], [-5.624, 9.484, 2.437], [-6.464, 9.523, 3.584], [-9.792, 8.838, 1.066], [-9.066, 10.465, 0.778], [-9.075, 9.764, 2.364], [-7.382, 7.522, 2.430], [-6.469, 7.172, 0.952], [-8.200, 6.724, 0.983], [-8.210, 9.751, -1.117], [-8.591, 7.969, -0.815], [-6.968, 8.381, -1.047], [-6.871, 10.812, 1.494], [-5.895, 9.979, 0.329], [-4.843, 10.241, 2.504], [-5.020, 8.577, 2.407], [-5.952, 9.087, 4.269], [-4.171, 0.773, -7.177], [-4.310, 0.779, -8.744], [-3.840, -0.622, -9.124], [-5.821, 0.900, -8.979], [-3.498, 1.848, -9.474], [-1.965, 1.921, -9.252], [-1.219, 0.783, -9.552], [-4.683, -0.095, -6.762], [-4.834, 1.579, -6.864], [-3.106, 0.943, -7.018], [-3.654, -0.626, -10.198], [-4.637, -1.231, -8.699], [-2.858, -0.772, -8.675], [-6.027, 1.931, -8.694], [-6.350, 0.269, -8.264], [-6.060, 0.777, -10.036], [-4.010, 2.759, -9.163], [-3.618, 1.687, -10.545], [-1.703, 2.159, -8.221], [-1.488, 2.659, -9.897], [-0.270, 0.866, -9.666], [-9.895, -3.447, 2.825], [-10.604, -3.439, 4.214], [-11.991, -4.110, 4.065], [-9.730, -4.120, 5.301], [-10.758, -1.916, 4.444], [-11.672, -1.570, 5.719], [-11.355, -2.336, 6.866], [-10.527, -2.892, 2.132], [-9.648, -4.471, 2.548], [-8.903, -3.006, 2.915], [-12.563, -3.728, 3.219], [-12.569, -4.002, 4.982], [-11.929, -5.178, 3.857], [-8.895, -3.446, 5.496], [-9.429, -5.096, 4.919], [-10.312, -4.267, 6.211], [-11.419, -1.511, 3.677], [-9.870, -1.307, 4.274], [-12.703, -1.844, 5.493], [-11.772, -0.495, 5.865], [-11.541, -1.757, 7.608], [-9.596, 1.026, -2.472], [-9.579, 2.171, -3.231], [-10.702, 0.865, -1.645], [-9.507, 0.008, -3.388], [-8.447, 1.081, -1.708], [6.947, 1.721, -10.999], [7.521, 2.059, -12.136], [6.498, 0.429, -11.083], [7.963, 1.693, -10.072], [5.966, 2.679, -10.723], [8.505, 8.124, 0.578], [9.068, 8.379, -0.577], [9.463, 7.731, 1.457], [7.790, 9.211, 1.057], [7.530, 7.231, 0.389], [-3.116, -7.867, -1.204], [-2.009, -7.974, -0.501], [-3.178, -8.799, -2.192], [-4.214, -7.976, -0.321], [-3.055, -6.681, -1.795], [6.239, -3.372, 1.403], [6.996, -4.564, 1.469], [7.040, -2.202, 1.710], [5.779, -3.247, 0.141], [5.219, -3.482, 2.298], [-1.461, 8.585, -5.231], [-2.112, 8.553, -4.055], [-2.225, 8.097, -6.307], [-1.140, 9.931, -5.606], [-0.338, 7.951, -5.178], [-5.020, 2.931, 6.096], [-5.282, 2.345, 4.931], [-4.233, 2.078, 6.823], [-4.314, 4.174, 5.959], [-6.184, 3.280, 6.798]], "lowdin_charge": [-0.06, -0.14, -0.05, 0.00, 0.00, -0.10, 0.03, 0.02, 0.09, 0.08, 0.07, 0.13, 0.14, 0.14, 0.15, 0.17, 0.10, 0.11, 0.11, -0.07, -0.18, -0.05, 0.04, 0.00, -0.08, 0.02, 0.00, 0.08, 0.08, 0.08, 0.13, 0.14, 0.15, 0.14, 0.16, 0.11, 0.11, 0.12, 0.04, -0.30, 0.02, -0.01, -0.06, -0.24, -0.06, 0.10, 0.10, 0.10, 0.11, 0.11, 0.11, 0.11, 0.11, 0.11, 0.12, 0.13, 0.14, 0.13, 0.11, -0.01, -0.29, 0.04, 0.02, -0.07, -0.19, -0.04, 0.10, 0.11, 0.11, 0.11, 0.10, 0.10, 0.11, 0.11, 0.11, 0.12, 0.13, 0.13, 0.10, 0.10, 0.02, -0.35, 0.04, 0.03, -0.09, -0.21, -0.05, 0.11, 0.11, 0.11, 0.11, 0.11, 0.11, 0.11, 0.10, 0.10, 0.13, 0.13, 0.13, 0.14, 0.11, -0.01, -0.30, 0.04, 0.03, -0.08, -0.24, -0.05, 0.11, 0.10, 0.11, 0.10, 0.11, 0.11, 0.11, 0.10, 0.11, 0.14, 0.14, 0.13, 0.13, 0.10, 0.05, -0.34, 0.01, 0.02, -0.06, -0.22, -0.07, 0.11, 0.11, 0.10, 0.11, 0.11, 0.10, 0.10, 0.11, 0.12, 0.14, 0.14, 0.12, 0.14, 0.11, 0.02, -0.30, 0.02, 0.04, -0.07, -0.20, -0.07, 0.11, 0.11, 0.11, 0.11, 0.10, 0.11, 0.11, 0.10, 0.09, 0.13, 0.14, 0.10, 0.13, 0.10, -1.39, 0.10, 0.10, 0.10, 0.09, -1.46, 0.17, 0.11, 0.10, 0.09, -1.55, 0.19, 0.12, 0.09, 0.14, -1.52, 0.17, 0.13, 0.07, 0.16, -1.33, 0.06, 0.02, 0.13, 0.12, -1.45, 0.14, 0.06, 0.04, 0.21, -1.37, 0.16, 0.11, 0.02, 0.07]}